No. 1
Computed, not measured: C42H49N3O4 as an isolated structure, with ωB97M-V/def2-TZVPD.

Geometry as XYZ:
```
98
Properties=species:S:1:pos:R:3:forces:R:3
C -2.1086 5.8665 4.1122 -0.12 -0.20 -0.13
C -1.7894 5.6706 5.5804 0.37 0.28 0.37
N -1.1242 4.4187 5.8971 -0.10 0.20 0.35
C -1.0281 4.1730 7.3261 -0.56 -0.01 0.03
C -0.0989 3.0396 7.7224 0.40 0.13 -0.21
C -0.1335 1.8753 6.7386 -0.12 -0.43 0.22
C -0.0761 2.3057 5.3050 -0.55 0.76 -0.60
C -0.6089 3.5825 4.9504 0.69 -0.58 -0.94
C -0.5405 4.0026 3.5889 -0.29 -0.50 0.61
C -0.1157 3.1231 2.6115 0.49 -0.44 0.26
C 0.4116 1.8614 2.9350 -0.78 0.49 0.80
C 0.8798 1.0071 1.8472 -0.33 -1.04 -1.72
C 0.1468 0.6441 0.7318 -0.11 0.88 2.18
C 0.7977 -0.1121 -0.3206 1.88 -3.80 0.30
C 0.9580 0.4690 -1.6381 -0.16 -0.14 -1.35
C 0.1311 1.5077 -2.1299 0.60 -0.34 0.32
C 0.5667 2.3155 -3.1693 0.48 -0.51 -0.32
C 1.8236 2.0644 -3.7900 -0.06 -0.53 0.86
N 2.2784 2.9064 -4.7717 0.38 0.48 -0.18
C 1.3917 3.6649 -5.6368 0.10 0.34 -0.08
C -0.0460 3.7452 -5.1289 -0.31 -0.21 -0.15
C -0.1533 3.5421 -3.6117 -0.14 0.47 -0.18
C 3.5976 2.7486 -5.3547 0.13 -0.32 -0.19
C 4.6095 2.1294 -4.3902 -0.08 0.10 -0.01
C 4.0620 0.8617 -3.7228 0.58 -0.41 -0.36
C 2.6308 0.9932 -3.3187 -0.92 0.19 -0.31
C 2.0999 0.1116 -2.3932 -0.16 0.82 0.72
C 0.4309 1.4862 4.3059 0.52 0.32 -0.85
C -0.9639 5.3874 3.2246 0.03 0.40 -0.06
H -3.0225 5.3193 3.8636 0.08 -0.04 -0.05
H -2.3064 6.9230 3.9334 -0.08 0.03 0.04
H -1.1414 6.4909 5.9350 -0.10 -0.03 -0.09
H -2.7042 5.7303 6.1868 0.04 -0.01 -0.13
H -0.7068 5.1074 7.8122 -0.04 -0.16 -0.06
H -2.0429 3.9636 7.7031 0.10 0.04 0.00
H 0.9238 3.4216 7.7738 0.00 -0.01 0.03
H -0.3785 2.6959 8.7215 0.13 0.07 -0.06
H 0.7111 1.2082 6.9247 -0.04 -0.04 0.13
H -1.0368 1.2776 6.9340 0.07 0.12 -0.19
H -0.0796 3.4501 1.5690 -0.11 -0.09 0.28
H 1.9444 0.6647 1.9233 -1.01 0.18 -0.21
H -0.9508 0.8881 0.6092 1.44 -0.08 0.32
H 1.7162 -0.6755 0.0145 -0.41 1.83 -0.25
H -0.8422 1.6723 -1.6579 0.41 0.25 -0.04
H 1.8300 4.6737 -5.7490 -0.18 -0.26 0.08
H 1.4009 3.2220 -6.6536 0.00 0.08 0.31
H -0.4651 4.7174 -5.4203 0.00 -0.27 0.06
H -0.6330 2.9655 -5.6352 0.04 0.19 0.19
H -1.2021 3.4944 -3.3028 0.11 0.09 -0.05
H 0.2990 4.4177 -3.1132 -0.13 -0.20 -0.06
H 3.5294 2.1175 -6.2741 0.04 0.26 0.39
H 3.9435 3.7475 -5.6804 -0.12 -0.38 0.10
H 5.5037 1.8876 -4.9706 0.01 0.05 0.15
H 4.9121 2.8584 -3.6208 -0.24 -0.16 -0.24
H 4.1945 -0.0162 -4.3773 0.01 0.27 0.06
H 4.6501 0.6547 -2.8135 -0.13 0.01 -0.35
H 2.6433 -0.8124 -2.1684 0.06 0.48 0.34
H 0.9187 0.5487 4.5909 -0.30 0.18 -0.06
H -1.2613 5.4152 2.1700 0.05 0.04 0.16
H -0.1031 6.0703 3.3243 -0.21 -0.09 0.04
C -3.3255 -8.1427 -2.7389 0.13 0.22 0.02
N -2.8475 -6.9940 -3.4719 -0.85 -0.93 -0.44
C -3.0104 -7.1483 -4.9137 0.33 0.32 0.55
C -2.1552 -5.9229 -2.8883 0.38 0.78 -0.55
C -0.7480 -5.8406 -3.0264 -0.95 -0.08 0.58
C -0.0960 -4.6943 -2.6003 0.00 0.19 -0.34
C -0.8304 -3.5784 -2.1972 0.58 0.36 0.86
C -0.1272 -2.2439 -1.8922 -0.40 -0.45 -0.91
C 0.2239 -2.0678 -0.4601 -1.10 0.80 1.80
C -0.9620 -1.9485 0.4277 -0.79 0.30 -0.32
O -1.9181 -1.2697 0.0893 0.56 -0.93 0.91
O -0.9823 -2.6139 1.6356 0.49 0.32 0.03
C 0.2523 -3.1739 2.1835 -0.66 -0.27 -0.90
C 1.1230 -2.0916 2.7807 0.36 0.05 -0.14
C -0.1097 -4.1949 3.2638 -0.09 -0.02 -0.51
O 0.9257 -3.8729 1.0994 0.13 0.94 0.19
C 1.1757 -3.1454 -0.0516 1.37 -0.10 -0.23
O 2.1216 -3.4518 -0.7564 -0.94 0.11 1.03
C -2.1935 -3.7069 -1.9348 -0.10 -0.04 -0.20
C -2.8787 -4.8531 -2.3042 0.67 -0.81 -0.16
H -3.2114 -8.0129 -1.6578 0.01 0.07 -0.22
H -4.3935 -8.2918 -2.9645 0.17 -0.22 0.14
H -2.7622 -9.0437 -3.0422 -0.24 0.00 0.16
H -2.7017 -6.2154 -5.3982 -0.09 -0.27 -0.05
H -2.4020 -7.9886 -5.3027 -0.16 0.25 -0.01
H -4.0715 -7.3545 -5.1575 0.37 0.10 0.04
H -0.1876 -6.6918 -3.4248 -0.28 0.27 0.14
H 0.9891 -4.6643 -2.5656 -0.10 0.16 -0.34
H 0.8179 -2.1831 -2.4423 -0.36 0.02 -0.19
H -0.7822 -1.4142 -2.1689 0.14 -0.14 -0.19
H 1.4930 -1.4188 2.0014 -0.07 -0.14 0.27
H 0.5518 -1.5173 3.5184 0.04 -0.09 -0.26
H 1.9777 -2.5568 3.2921 -0.19 0.12 -0.23
H -0.6646 -5.0331 2.8389 -0.01 0.14 0.00
H 0.8076 -4.5777 3.7161 -0.04 0.04 -0.15
H -0.7001 -3.7265 4.0569 0.03 0.05 -0.27
H -2.7093 -2.9028 -1.4277 -0.10 0.15 -0.27
H -3.9613 -4.9423 -2.1685 0.43 -0.01 -0.07
```
Positions in Å, forces in eV/Å.

No. 2
Computed, not measured: C23H20Cl3F6IrO5S2Sb as an isolated structure, with ωB97M-V/def2-TZVPD.

**Charge**: +1
**Energy above the lowest of the compared OMol25 structures with the same formula, charge and spin**: 35.1 kcal per mole

Geometry as XYZ:
```
61
Properties=species:S:1:pos:R:3:forces:R:3
Ir -0.4721 -0.7506 -1.1228 0.50 -2.75 -0.24
O 2.7876 -0.8807 -3.1134 -0.04 -0.09 -0.07
C 1.5814 -0.7447 -3.1412 0.08 0.29 -0.11
O 0.7285 -1.5395 -2.5654 -0.10 -0.24 0.24
C 1.0263 0.4052 -3.9660 -0.35 0.09 0.54
C 1.6776 0.7291 -5.1354 -0.09 0.09 -0.21
C 1.1848 1.7335 -5.9684 0.07 -0.01 0.00
C 0.0338 2.4485 -5.6535 0.11 -0.06 -0.10
C -0.6305 2.1612 -4.4850 0.05 -0.32 0.30
C -0.1451 1.1377 -3.6324 1.12 1.09 -0.52
S -1.0960 0.9216 -2.2606 -1.34 0.22 -0.04
H 2.5766 0.1871 -5.3940 -0.02 -0.03 -0.01
H 1.7144 1.9615 -6.8847 0.00 -0.01 0.01
H -0.3308 3.2197 -6.3166 -0.01 0.00 0.00
H -1.5278 2.6976 -4.2020 0.00 0.01 -0.02
Cl -0.2098 -2.7721 0.3524 0.12 0.03 0.05
C -1.2775 -4.0783 -0.3576 0.01 -0.02 0.02
Cl -0.7270 -4.5857 -1.9205 0.01 0.01 -0.01
H -2.2756 -3.6615 -0.4046 0.00 0.00 0.00
H -1.1921 -4.8825 0.3636 -0.01 0.00 0.00
C 3.3532 -1.9518 5.6711 0.00 0.00 0.00
C 3.1420 -1.6388 4.2179 0.01 0.00 0.01
C 2.3271 -0.5783 3.8236 -0.01 0.01 0.00
C 2.1217 -0.2885 2.4855 0.05 -0.01 0.02
C 2.7395 -1.0853 1.5325 0.03 -0.04 -0.02
C 3.5410 -2.1618 1.8916 -0.03 0.00 0.02
C 3.7465 -2.4217 3.2353 0.00 -0.01 -0.01
S 2.5239 -0.7905 -0.1959 -0.11 -0.02 0.15
C 3.6800 0.5353 -0.4698 0.01 0.01 0.04
O 1.1662 0.0019 -0.2230 0.18 0.47 -0.33
H 2.9628 -1.1616 6.3093 0.00 0.00 0.00
H 4.4130 -2.0805 5.8908 0.00 0.00 0.00
H 2.8491 -2.8822 5.9380 0.00 0.00 0.00
H 1.8455 0.0312 4.5779 0.01 0.00 0.01
H 1.4826 0.5318 2.1870 0.00 0.00 -0.01
H 3.9918 -2.7917 1.1339 0.00 0.00 0.00
H 4.3755 -3.2534 3.5270 0.00 0.00 0.00
H 3.4852 1.3267 0.2513 0.00 0.00 0.00
H 3.5491 0.8661 -1.4967 0.01 -0.02 -0.02
H 4.6787 0.1195 -0.3388 0.00 0.01 0.01
F -2.1623 -1.6947 -1.7760 -0.09 0.07 -0.17
Sb -4.2084 -1.4306 -1.5836 0.15 -0.13 -0.31
F -3.7681 0.3741 -1.2396 -0.09 0.03 0.12
F -3.8779 -1.8438 0.2213 0.04 0.08 0.05
F -6.0390 -1.2083 -1.4055 0.00 0.02 0.03
F -4.2234 -3.2644 -1.9505 -0.03 0.00 0.05
F -4.1043 -1.0356 -3.4093 -0.05 0.02 0.05
Cl -4.3675 4.3940 4.4747 0.04 -0.04 -0.05
C -3.5293 3.5171 3.2484 -0.04 0.03 0.06
C -3.6536 2.1338 3.1976 0.02 -0.01 -0.02
C -2.9814 1.4303 2.2179 -0.01 -0.16 0.06
C -2.1963 2.1142 1.2933 0.39 0.47 -0.44
C -2.0863 3.5034 1.3485 -0.03 0.02 0.00
C -2.7498 4.2105 2.3318 0.04 0.02 -0.03
C -1.4970 1.3756 0.2328 -0.98 -0.92 1.36
O -0.9302 1.9984 -0.7466 0.33 0.79 -0.73
O -1.5170 0.1073 0.3230 0.12 0.97 0.29
H -4.2765 1.6233 3.9178 -0.01 0.00 -0.01
H -3.0773 0.3551 2.1537 -0.01 0.00 0.00
H -1.4811 4.0203 0.6163 -0.01 0.04 0.02
H -2.6745 5.2866 2.3936 0.00 0.00 0.00
```
Positions in Å, forces in eV/Å.

Calculated electronic energy, -57008.29490; -119329.05984 eV (same order as the records).
Calculated frontier orbital gap, 7.21; 6.85 eV (same order as the records).